# 1
{"formula": "C15H15N4PS3Se4W", "method": "wB97M-V/def2-TZVPD", "homo_ev": [-13.877, -13.887], "multiplicity": 1, "total_charge": 2, "de_lowest_ev": 1.7422, "gap_ev": [5.800, 6.078], "lumo_energy_ev": [-8.08, -7.81], "fmax_ev_per_a": 1.11, "symbols": ["W", "S", "C", "C", "C", "C", "N", "C", "C", "C", "S", "C", "N", "H", "H", "Se", "Se", "Se", "Se", "S", "C", "N", "C", "C", "C", "N", "H", "H", "H", "H", "C", "P", "C", "C", "H", "H", "H", "H", "H", "H", "H", "H", "H"], "xyz": [[0.048, 0.283, 1.439], [-0.580, -3.448, 2.243], [-0.472, -2.874, 0.595], [0.105, -3.327, -0.549], [0.096, -2.444, -1.656], [0.908, -2.775, -2.789], [1.656, -2.988, -3.633], [-0.564, -1.228, -1.618], [-1.261, -0.784, -0.456], [-1.123, -1.603, 0.669], [-1.544, -1.563, 2.389], [-0.519, -0.325, -2.724], [-0.423, 0.454, -3.561], [0.600, -4.284, -0.623], [-1.974, 0.022, -0.569], [0.596, 1.160, 3.537], [1.307, 3.398, 3.550], [1.392, 3.982, 1.347], [0.839, 2.074, 0.131], [2.096, -1.133, 1.118], [2.771, -0.846, -0.453], [3.965, -1.457, -0.691], [4.638, -1.300, -1.848], [4.106, -0.489, -2.818], [2.888, 0.120, -2.519], [2.243, -0.058, -1.372], [4.360, -2.041, 0.039], [5.574, -1.836, -1.930], [4.602, -0.339, -3.763], [2.404, 0.771, -3.239], [-2.508, 2.506, 2.983], [-2.272, 1.491, 1.506], [-3.797, 0.495, 1.447], [-2.488, 2.649, 0.123], [-3.476, 3.005, 2.927], [-1.719, 3.256, 3.047], [-2.473, 1.880, 3.875], [-4.639, 1.178, 1.316], [-3.947, -0.043, 2.382], [-3.811, -0.220, 0.623], [-3.486, 3.087, 0.170], [-2.368, 2.150, -0.839], [-1.748, 3.445, 0.196]]}

# 2
{"formula": "C4H6N2", "method": "wB97M-V/def2-TZVPD", "homo_ev": -8.473, "multiplicity": 1, "de_lowest_ev": 4.7242, "gap_ev": 9.197, "lumo_energy_ev": 0.72, "fmax_ev_per_a": 6.47, "symbols": ["C", "C", "C", "C", "H", "H", "H", "H", "H", "H", "N", "N"], "xyz": [[0.196, -0.829, 1.610], [-0.110, -0.230, 0.308], [-0.988, 1.134, -0.921], [0.131, 0.758, -1.623], [-0.409, -1.920, 1.596], [-0.609, 0.181, 2.263], [1.469, -1.100, 2.148], [-1.622, 1.823, -1.196], [0.594, 0.846, -2.524], [1.606, -0.999, -1.151], [-1.045, 0.607, 0.344], [0.788, -0.272, -0.854]]}

# 3
{"formula": "C5H29NO11", "method": "wB97M-V/def2-TZVPD", "homo_ev": -8.855, "multiplicity": 1, "smiles": "CCN(C)CC(=O)O.O.O.O.O.O.O.O.O.O", "de_lowest_ev": 2.0853, "gap_ev": 8.903, "lumo_energy_ev": 0.05, "fmax_ev_per_a": 2.98, "symbols": ["C", "C", "N", "C", "C", "C", "O", "O", "H", "H", "H", "H", "H", "H", "H", "H", "H", "H", "H", "O", "H", "H", "O", "H", "H", "O", "H", "H", "O", "H", "H", "O", "H", "H", "O", "H", "H", "O", "H", "H", "O", "H", "H", "O", "H", "H"], "xyz": [[-0.648, -1.809, -1.432], [0.412, -1.036, -0.633], [0.107, -0.831, 0.808], [0.042, -2.101, 1.560], [-1.044, 0.042, 1.036], [-2.403, -0.577, 0.869], [-2.867, -1.574, 1.402], [-3.190, 0.134, 0.016], [-0.826, -2.795, -0.986], [-0.267, -1.953, -2.495], [-1.649, -1.277, -1.526], [0.577, -0.013, -1.078], [1.419, -1.574, -0.665], [-0.770, -2.808, 1.319], [0.039, -1.842, 2.674], [0.986, -2.702, 1.356], [-0.955, 0.927, 0.319], [-0.960, 0.433, 2.074], [-4.199, -0.238, -0.093], [3.835, -0.167, -0.180], [3.349, 0.514, -0.687], [4.801, 0.133, -0.236], [-0.781, 2.917, 1.478], [-1.091, 3.621, 0.905], [-0.771, 3.283, 2.407], [0.353, 1.908, -2.599], [-0.552, 1.570, -2.367], [0.294, 2.755, -3.051], [1.913, 2.830, 1.167], [2.227, 1.986, 1.580], [0.963, 2.767, 1.185], [-2.229, 1.250, -2.206], [-2.527, 0.820, -1.391], [-2.953, 1.837, -2.476], [-5.328, -1.448, 0.336], [-5.475, -2.166, -0.267], [-4.648, -1.749, 0.964], [2.673, 1.954, -1.231], [1.898, 1.858, -1.801], [2.429, 2.347, -0.418], [3.244, -2.773, -0.062], [3.438, -1.809, -0.058], [3.673, -3.119, -0.800], [2.535, 0.392, 2.078], [1.718, -0.036, 1.847], [3.212, 0.119, 1.356]]}

# 4
{"formula": "C4H9N4O", "method": "wB97M-V/def2-TZVPD", "homo_ev": -13.040, "multiplicity": 1, "total_charge": 1, "de_lowest_ev": 5.9589, "gap_ev": 8.641, "lumo_energy_ev": -4.40, "fmax_ev_per_a": 3.55, "symbols": ["C", "C", "C", "C", "N", "N", "N", "N", "O", "H", "H", "H", "H", "H", "H", "H", "H", "H"], "xyz": [[2.536, 1.240, -1.832], [-0.405, 0.066, 0.064], [1.779, -0.362, -0.386], [-2.856, 0.348, 0.385], [0.724, -0.616, 0.375], [1.571, 0.456, -1.465], [2.992, -0.674, -0.156], [-1.494, -0.141, 0.762], [0.867, -1.449, 1.473], [2.251, 1.868, -2.727], [-2.631, 1.089, -0.327], [-3.358, -0.494, -0.014], [-3.366, 0.782, 1.353], [0.590, 0.616, -1.728], [3.445, -1.456, 0.304], [3.612, -0.043, -0.792], [-1.316, -0.552, 1.624], [0.153, -2.112, 1.505]]}

# 5
{"formula": "C6H8O3", "method": "wB97M-V/def2-TZVPD", "homo_ev": -9.810, "multiplicity": 1, "de_lowest_ev": 4.7502, "gap_ev": 10.473, "lumo_energy_ev": 0.66, "fmax_ev_per_a": 9.19, "symbols": ["C", "C", "C", "C", "C", "C", "H", "H", "H", "H", "H", "H", "H", "H", "O", "O", "O"], "xyz": [[0.807, 0.096, -0.320], [0.505, 1.363, 0.450], [-0.985, 0.958, 0.299], [-0.526, -0.050, -1.331], [-1.118, -0.680, 0.459], [0.263, -1.096, 0.676], [2.954, -0.548, -0.349], [0.893, 2.163, -0.196], [1.057, 1.470, 1.437], [-1.663, 1.591, 0.974], [-0.695, -0.344, -2.443], [-1.862, -1.274, 1.041], [0.235, -2.175, 0.282], [0.608, -1.320, 1.695], [2.091, -0.163, -0.926], [-1.272, 1.082, -0.932], [-1.292, -1.071, -0.816]]}

# 6
{"formula": "C5H9NS", "method": "wB97M-V/def2-TZVPD", "homo_ev": -8.519, "multiplicity": 1, "de_lowest_ev": 5.6101, "gap_ev": 9.403, "lumo_energy_ev": 0.88, "fmax_ev_per_a": 3.98, "symbols": ["C", "C", "C", "C", "C", "H", "H", "H", "H", "H", "H", "H", "H", "H", "N", "S"], "xyz": [[2.200, 0.148, -0.362], [-0.091, 0.276, 0.651], [-0.860, 1.409, 0.117], [-1.552, -1.357, 0.104], [-0.192, -0.871, -0.229], [1.773, 0.392, -1.460], [2.665, 0.973, 0.361], [3.203, -0.680, -0.477], [-0.482, -0.045, 1.730], [-0.543, 1.757, -0.890], [-0.825, 2.361, 0.822], [-1.613, -1.582, 1.240], [-2.144, -2.074, -0.545], [-0.313, -0.440, -1.306], [1.108, -0.505, 0.434], [-2.334, 0.239, -0.191]]}